(1)
Density functional theory data (the ωB97M-V functional and the def2-TZVPD basis) for a cluster of 2 separate species, C8H6O3S in total in a non-equilibrium geometry.

```
18
Properties=species:S:1:pos:R:3
C -1.115 1.899 0.475
C -2.003 1.207 -0.434
C 0.081 1.333 0.993
C -1.739 -0.155 -0.721
C 0.290 -0.046 0.690
C -0.655 -0.767 -0.075
C 1.417 -0.903 0.937
C -0.233 -2.136 -0.135
O 2.806 -0.218 -1.449
O 3.678 1.314 0.226
O 1.146 -2.060 0.454
S 3.434 -0.032 -0.169
H -1.464 2.940 0.756
H -2.877 1.721 -0.958
H 0.517 1.887 1.822
H -2.381 -0.525 -1.547
H -0.956 -2.883 0.313
H 0.052 -2.577 -1.181
```

LUMO ... -0.9 eV
2S+1 ... 1
E_HOMO ... -0.3244 hartree
Net charge ... 0


(2)
Density functional theory data (the ωB97M-V functional and the def2-TZVPD basis) for the molecule C8H6O4 in a non-equilibrium geometry.

```
18
Properties=species:S:1:pos:R:3
O -3.617 -1.236 -0.364
C -3.236 -0.235 0.144
C -1.794 0.289 0.150
C -1.398 1.619 -0.068
C -0.080 2.025 -0.088
C 1.019 1.140 0.015
O 2.328 1.503 0.167
C 0.617 -0.191 0.053
C 1.689 -1.223 -0.009
O 1.462 -2.307 0.341
O 2.888 -0.793 -0.501
C -0.689 -0.589 0.092
H -4.020 0.391 0.679
H -2.111 2.479 -0.179
H 0.092 3.041 -0.228
H 2.666 1.158 1.015
H 2.945 0.167 -0.672
H -0.814 -1.573 0.517
```

Structure (SMILES) ... O=Cc1ccc(O)c(C(=O)O)c1
LUMO ... -0.2 eV
2S+1 ... 1
E_HOMO ... -0.3682 hartree
Net charge ... 0


(3)
Density functional theory data (the ωB97M-V functional and the def2-TZVPD basis) for a structure of composition C8H7AsCl2F6O3V in a non-equilibrium geometry.

```
28
Properties=species:S:1:pos:R:3
V 0.597 -0.828 -0.627
Cl -4.754 2.537 2.794
C -3.347 1.872 2.164
C -2.098 2.372 2.538
C -0.941 1.833 2.015
Cl 0.586 2.402 2.420
C -1.043 0.742 1.068
O -0.022 0.184 0.518
C -2.329 0.250 0.681
C -2.356 -0.810 -0.312
O -1.344 -1.272 -0.857
C -3.462 0.800 1.232
H -2.034 3.194 3.240
H -3.327 -1.220 -0.604
H -4.447 0.430 0.967
C 1.695 -2.723 -2.893
O 0.613 -2.083 -2.137
H 1.314 -3.094 -3.840
H 2.101 -3.550 -2.316
H 2.475 -1.994 -3.073
H -0.229 -2.438 -2.447
F 2.346 -1.049 -0.825
As 3.364 0.630 -0.007
F 1.852 1.367 -0.672
F 3.987 0.765 -1.566
F 2.405 0.034 1.320
F 4.592 -0.406 0.474
F 3.805 2.055 0.746
```

LUMO (alpha / beta) ... -9.3 / -11.5 eV
2S+1 ... 4
E_HOMO (alpha / beta) ... -0.6398 / -0.6493 hartree
⟨S²⟩ ... 3.78
Net charge ... +2


(4)
Density functional theory data (the ωB97M-V functional and the def2-TZVPD basis) for a structure of composition C8H7BNO8Sn in a non-equilibrium geometry.

```
26
Properties=species:S:1:pos:R:3
Sn -1.043 0.327 -1.056
O -0.926 -1.912 0.681
C -0.866 -3.085 0.312
O -1.047 -3.507 -0.876
B -0.889 -5.002 -0.904
O -0.672 -5.393 0.501
C -0.481 -4.263 1.235
O -0.304 -4.126 2.399
O 0.213 -5.469 -1.746
C -0.207 -6.431 -2.520
O 0.513 -7.037 -3.284
C -1.757 -6.521 -2.423
O -2.060 -5.730 -1.337
O -2.456 -7.204 -3.080
C 1.750 6.787 1.714
C 0.629 5.769 1.322
C 1.055 4.481 0.595
C -0.040 3.808 -0.124
N -0.844 3.247 -0.742
H 2.390 6.236 2.409
H 1.484 7.633 2.346
H 2.282 7.158 0.842
H 0.091 6.314 0.541
H -0.114 5.495 2.068
H 1.477 3.746 1.284
H 1.824 4.679 -0.156
```

LUMO ... -8.9 eV
2S+1 ... 1
E_HOMO ... -0.4229 hartree
Net charge ... +1


(5)
Density functional theory data (the ωB97M-V functional and the def2-TZVPD basis) for a structure of composition C8H7Br9F8O in a non-equilibrium geometry.

```
33
Properties=species:S:1:pos:R:3
C -3.961 -0.418 0.417
C -2.460 -0.637 0.200
C -1.805 0.576 -0.452
F -2.249 1.728 0.108
F -0.461 0.581 -0.386
F -1.921 -0.873 1.423
F -2.266 -1.725 -0.578
O -4.536 -0.051 -0.815
C -5.842 0.328 -0.794
C -6.274 0.468 -2.241
F -7.522 0.983 -2.364
F -5.414 1.319 -2.897
F -6.606 -0.523 -0.106
F -5.951 1.508 -0.152
H -4.072 0.364 1.176
H -4.429 -1.290 0.878
H -2.126 0.600 -1.498
H -6.236 -0.436 -2.856
C 2.198 -1.160 0.385
Br 3.469 0.311 0.925
Br 1.221 -1.705 1.931
Br 3.265 -2.593 -0.416
H 1.528 -0.784 -0.373
C 6.006 1.112 -1.331
Br 6.537 1.782 -3.089
Br 6.787 2.207 0.091
Br 6.547 -0.769 -1.126
H 4.928 1.175 -1.308
C 6.266 -0.340 2.929
Br 5.418 -2.079 2.759
Br 8.209 -0.517 2.829
Br 5.785 0.536 4.601
H 5.967 0.323 2.129
```

LUMO ... -0.3 eV
2S+1 ... 1
E_HOMO ... -0.3704 hartree
Net charge ... 0


(6)
Density functional theory data (the ωB97M-V functional and the def2-TZVPD basis) for a cluster of 2 separate species, C8H7BrN2O4 in total in a non-equilibrium geometry.

```
22
Properties=species:S:1:pos:R:3
C 0.342 2.810 2.097
C -0.459 1.762 1.938
C -0.531 0.929 0.744
C -1.049 -0.367 0.846
C -1.135 -1.184 -0.260
C -0.716 -0.704 -1.497
N -0.831 -1.540 -2.660
O -1.223 -2.678 -2.504
O -0.532 -1.057 -3.734
C -0.202 0.581 -1.624
C -0.109 1.386 -0.509
H 0.342 3.383 3.007
H 1.033 3.133 1.336
H -1.106 1.460 2.748
H -1.374 -0.735 1.807
H -1.526 -2.187 -0.189
H 0.110 0.929 -2.596
H 0.272 2.390 -0.613
O 1.701 -1.620 1.827
N 2.571 -1.479 1.044
O 2.811 -1.912 -0.034
Br 1.608 -3.299 -1.177
```

Structure (SMILES) ... C=Cc1ccc([N+](=O)[O-])cc1.O=NOBr
LUMO ... -2.5 eV
2S+1 ... 1
E_HOMO ... -0.3447 hartree
Net charge ... 0


(7)
Density functional theory data (the ωB97M-V functional and the def2-TZVPD basis) for a cluster of 2 separate species, C8H7BrN2S in total in a non-equilibrium geometry.

```
19
Properties=species:S:1:pos:R:3
C 2.433 -1.708 -0.635
C 1.477 -0.746 -0.409
C -1.563 2.585 0.041
C -0.758 1.488 -0.161
C 2.234 -2.911 0.010
C -2.439 1.064 1.296
C 0.464 -1.268 0.454
C -0.795 -0.760 0.836
N -2.607 2.292 0.906
N -1.320 0.453 0.631
S 0.808 -2.922 0.891
Br 3.168 1.872 0.052
H 3.274 -1.403 -1.275
H 1.455 0.311 -0.784
H -1.507 3.590 -0.418
H 0.193 1.195 -0.558
H 2.893 -3.787 -0.114
H -3.148 0.511 1.779
H -1.282 -1.473 1.507
```

LUMO (alpha / beta) ... -2.7 / -2.7 eV
2S+1 ... 1
E_HOMO (alpha / beta) ... -0.2738 / -0.2736 hartree
Net charge ... 0


(8)
Density functional theory data (the ωB97M-V functional and the def2-TZVPD basis) for a cluster of 2 separate species, C8H7BrNO2 in total in a non-equilibrium geometry.

```
19
Properties=species:S:1:pos:R:3
C 1.578 0.866 2.057
C 0.185 0.987 1.866
C 2.141 0.446 0.879
C -0.074 0.645 0.550
C -2.628 -2.396 0.126
C -0.478 0.120 -1.699
C 1.013 -0.132 -1.379
C -1.153 0.287 -0.325
N 1.129 0.344 -0.033
O -1.631 -2.956 0.007
O -3.676 -1.946 0.247
Br -2.599 1.679 -0.406
H 2.111 1.064 2.972
H -0.536 1.292 2.601
H 3.160 0.219 0.623
H -0.579 1.006 -2.341
H -0.905 -0.726 -2.253
H 1.249 -1.205 -1.440
H 1.694 0.406 -2.053
```

LUMO ... 3.4 eV
2S+1 ... 1
E_HOMO ... -0.0711 hartree
Net charge ... -1


(9)
Density functional theory data (the ωB97M-V functional and the def2-TZVPD basis) for the molecule C8H7Cl2N2P in a non-equilibrium geometry.

```
20
Properties=species:S:1:pos:R:3
C -2.850 -2.453 -0.434
P -3.061 -0.618 -0.631
Cl -3.962 -0.129 1.056
N -1.251 -0.313 -0.215
N -0.041 -1.128 -0.075
C 0.895 -0.240 0.002
C 2.264 -0.540 0.235
C 3.119 0.564 0.354
C 2.733 1.943 0.216
C 1.453 2.247 0.059
C 0.525 1.156 -0.065
C -0.848 1.006 -0.224
Cl -2.101 2.239 -0.302
H -1.760 -2.623 -0.602
H -3.067 -2.763 0.553
H -3.447 -3.049 -1.123
H 2.710 -1.583 0.384
H 4.132 0.184 0.256
H 3.394 2.784 0.535
H 1.165 3.318 0.021
```

Structure (SMILES) ... CP(Cl)n1nc2ccccc2c1Cl
LUMO ... 0.1 eV
2S+1 ... 1
E_HOMO ... -0.3054 hartree
Net charge ... 0


(10)
Density functional theory data (the ωB97M-V functional and the def2-TZVPD basis) for a structure of composition C8H7CsO4S in a non-equilibrium geometry.

```
21
Properties=species:S:1:pos:R:3
O -0.884 -0.287 2.102
C -0.919 -0.380 0.894
C -2.199 -0.962 0.220
S -3.791 -0.345 0.921
O -4.890 -1.218 0.440
O -3.795 -0.379 2.395
O -3.915 1.112 0.396
C 0.371 0.059 0.136
C 1.404 0.792 0.942
C 2.686 1.267 0.431
C 2.987 0.955 -1.051
C 1.904 0.227 -1.877
C 0.618 -0.212 -1.318
H -2.202 -0.876 -0.907
H -2.184 -2.078 0.419
H 1.142 0.989 2.012
H 3.385 1.825 1.099
H 3.991 1.295 -1.485
H 2.121 0.028 -2.984
H -0.156 -0.725 -1.939
Cs 4.325 -1.088 -0.847
```

LUMO ... -2.0 eV
2S+1 ... 1
E_HOMO ... -0.2515 hartree
Net charge ... 0


(11)
Density functional theory data (the ωB97M-V functional and the def2-TZVPD basis) for a cluster of 2 separate species, C8H7FO3 in total.

```
19
Properties=species:S:1:pos:R:3
O 0.221 2.887 -0.487
C 0.032 2.053 0.346
O -1.175 1.771 0.882
C -1.084 0.717 1.822
C 0.355 0.327 1.849
C 1.003 1.122 1.000
F 2.298 1.134 0.714
H -1.735 -0.104 1.499
H -1.438 1.079 2.794
H 0.742 -0.467 2.457
C 0.347 -2.029 -0.947
C 1.064 -1.060 -1.693
C 0.144 -0.138 -2.092
O -1.076 -0.463 -1.640
C -0.948 -1.611 -0.951
H 0.740 -2.908 -0.479
H 2.112 -1.057 -1.903
H 0.238 0.774 -2.648
H -1.839 -2.026 -0.524
```

Structure (SMILES) ... O=C1OCC=C1F.c1ccoc1
LUMO ... 0.7 eV
2S+1 ... 1
E_HOMO ... -0.3301 hartree
Net charge ... 0